{"formula": "C32H36BF5HgN2O", "method": "ωB97M-V with the def2-TZVPD basis set", "e_tot_ha": -2103.44516, "gap_ev": [5.59, 6.90], "spin_multiplicity": 2, "s2": 0.7559, "charge": -1, "e_above_lowest_kcal_mol": 0.00, "lumo_energy_ha": [0.0947, 0.0930], "max_force_ha_per_bohr": 0.0028, "symbols": ["Hg", "F", "C", "C", "F", "C", "F", "C", "O", "C", "F", "C", "F", "C", "C", "C", "C", "C", "C", "C", "C", "C", "C", "C", "C", "N", "B", "N", "C", "C", "C", "C", "C", "C", "C", "C", "C", "C", "C", "C", "C", "C", "H", "H", "H", "H", "H", "H", "H", "H", "H", "H", "H", "H", "H", "H", "H", "H", "H", "H", "H", "H", "H", "H", "H", "H", "H", "H", "H", "H", "H", "H", "H", "H", "H", "H", "H", "H"], "coordinates": [[0.08600, -1.40298, -0.38938], [-1.63356, 1.51932, 6.21488], [-1.22138, 0.70833, 5.21534], [-0.41363, -0.38736, 5.47305], [-0.03066, -0.63626, 6.74046], [0.00455, -1.21605, 4.45516], [0.79370, -2.26211, 4.77701], [-0.32151, -1.00429, 3.08978], [0.13383, -1.72809, 2.14889], [-1.19156, 0.09778, 2.89487], [-1.63188, 0.35414, 1.64003], [-1.61343, 0.93222, 3.90810], [-2.41233, 1.97926, 3.62862], [0.39315, 2.79247, 1.27030], [1.91876, 2.71312, 1.22238], [2.55441, 4.03526, 1.65605], [2.43497, 1.54775, 2.04785], [2.39069, 1.60139, 3.43619], [2.87635, 0.55513, 4.20277], [3.41077, -0.56291, 3.58751], [3.44938, -0.66880, 2.20235], [4.00194, -1.92320, 1.55418], [3.20592, -3.15658, 1.98562], [5.49171, -2.09289, 1.85520], [2.95184, 0.39512, 1.44543], [2.94858, 0.31675, 0.02060], [1.89934, -0.15720, -0.84024], [2.37249, 0.20461, -2.15474], [3.60166, 0.85442, -2.04459], [3.94512, 0.91901, -0.74356], [1.69446, 0.08201, -3.39770], [2.14850, -0.84968, -4.34414], [1.48120, -0.93310, -5.55905], [0.37673, -0.13601, -5.82321], [-0.06614, 0.76366, -4.87316], [0.58695, 0.89725, -3.65012], [0.09520, 1.92950, -2.65236], [-1.34271, 1.65103, -2.21567], [0.23695, 3.34532, -3.21531], [3.29320, -1.78952, -4.00755], [2.78066, -2.96521, -3.16949], [4.04071, -2.30685, -5.23416], [0.03325, 3.61193, 0.64238], [0.03890, 2.96450, 2.28996], [-0.05639, 1.86638, 0.91273], [2.20589, 2.54036, 0.18436], [2.30896, 4.27461, 2.69249], [2.18992, 4.85362, 1.03105], [3.64192, 3.99501, 1.56898], [1.95756, 2.46566, 3.92606], [2.81808, 0.60354, 5.28324], [3.77253, -1.38331, 4.19532], [3.88844, -1.81516, 0.47461], [3.33487, -3.35363, 3.05266], [3.54524, -4.03873, 1.43589], [2.14036, -3.01262, 1.81109], [5.66336, -2.19824, 2.92925], [6.06487, -1.23087, 1.50763], [5.88306, -2.98661, 1.36399], [4.12561, 1.23858, -2.90510], [4.81482, 1.36797, -0.29153], [1.81232, -1.63967, -6.30848], [-0.13912, -0.22397, -6.77160], [-0.93082, 1.38226, -5.08281], [0.72384, 1.86296, -1.76420], [-2.03553, 1.72838, -3.05754], [-1.65449, 2.36921, -1.45465], [-1.43676, 0.64981, -1.79210], [-0.37426, 3.47848, -4.11131], [1.27388, 3.56008, -3.48013], [-0.08780, 4.08027, -2.47565], [4.01026, -1.23722, -3.39707], [2.01979, -3.52094, -3.72272], [2.33058, -2.62603, -2.23733], [3.59931, -3.64829, -2.93061], [3.42450, -2.99107, -5.82168], [4.92518, -2.86121, -4.91599], [4.36344, -1.49348, -5.88685]]}